Entry from OMol25: 10 unconnected molecules or ions with the total composition C32H92N8O10 (wB97M-V/def2-TZVPD).

Results
Spin multiplicity: 1
SMILES: COC[C@H](C)N.COC[C@H](C)N.COC[C@H](C)N.COC[C@H](C)N.COC[C@H](C)N.COC[C@H](C)N.COC[C@H](C)N.COC[C@H](C)N.O.O
Frontier orbital gap in eV: 9.7

Each atom is followed by the atoms it is bonded to, with distances in Å.
Cartesian coordinates (Å):
1 C 2.02863 -25.57307 12.78313  O2 1.407, H7 1.089, H8 1.102, H9 1.096
2 O 3.28382 -26.04707 13.20635  C1 1.407, C3 1.413
3 C 3.25705 -27.41585 13.55570  O2 1.413, C4 1.499, H10 1.097, H11 1.103
4 C 4.63274 -27.85852 13.95264  C3 1.499, C5 1.530, N6 1.468, H12 1.093
5 C 4.61759 -29.36546 14.21840  C4 1.530, H13 1.094, H14 1.089, H15 1.101
6 N 5.13019 -27.18415 15.15759  C4 1.468, H16 1.018, H17 1.018
7 H 1.15209 -26.15102 13.07107  C1 1.089
8 H 2.00563 -25.43790 11.68980  C1 1.102
9 H 1.91550 -24.53418 13.11184  C1 1.096
10 H 2.54453 -27.65618 14.35498  C3 1.097
11 H 2.98092 -27.96432 12.63914  C3 1.103
12 H 5.29798 -27.78054 13.08947  C4 1.093
13 H 3.82982 -29.73028 14.88346  C5 1.094
14 H 5.58599 -29.74366 14.54265  C5 1.089
15 H 4.46060 -29.91345 13.27645  C5 1.101
16 H 4.40140 -27.30148 15.85909  N6 1.018
17 H 5.14114 -26.18289 14.97184  N6 1.018
18 C 6.94015 -28.37736 7.66211  O19 1.410, H24 1.092, H25 1.093, H26 1.096
19 O 7.51920 -27.22793 7.08689  C18 1.410, C20 1.409
20 C 6.95381 -26.05265 7.62020  O19 1.409, C21 1.510, H27 1.099, H28 1.100
21 C 7.75146 -24.86522 7.13802  C20 1.510, C22 1.530, N23 1.479, H29 1.092
22 C 9.18811 -24.90706 7.66281  C21 1.530, H30 1.090, H31 1.094, H32 1.095
23 N 7.05274 -23.63720 7.57465  C21 1.479, H33 1.017, H34 1.015
24 H 7.39884 -29.25447 7.20119  C18 1.092
25 H 5.86787 -28.42002 7.45320  C18 1.093
26 H 7.21066 -28.43503 8.72310  C18 1.096
27 H 5.92626 -25.98258 7.23764  C20 1.099
28 H 6.97749 -26.11652 8.71856  C20 1.100
29 H 7.83996 -24.84961 6.05010  C21 1.092
30 H 9.83891 -24.21611 7.12718  C22 1.090
31 H 9.62122 -25.90461 7.54260  C22 1.094
32 H 9.22099 -24.70994 8.73920  C22 1.095
33 H 7.02146 -23.68149 8.59002  N23 1.017
34 H 7.65783 -22.86421 7.31500  N23 1.015
35 C 0.73685 -22.44040 5.63334  O36 1.401, H41 1.100, H42 1.095, H43 1.097
36 O 1.44529 -22.34045 4.42913  C35 1.401, C37 1.405
37 C 2.56323 -21.49088 4.38828  O36 1.405, C38 1.516, H44 1.101, H45 1.093
38 C 2.20989 -20.01870 4.46040  C37 1.516, C39 1.510, N40 1.490, H46 1.097
39 C 1.40842 -19.49673 3.29233  C38 1.510, H47 1.089, H48 1.093, H49 1.092
40 N 3.46324 -19.22143 4.57800  C38 1.490, H50 1.010, H51 1.007
41 H 1.29519 -22.41928 6.58073  C35 1.100
42 H 0.26457 -23.42809 5.63082  C35 1.095
43 H -0.08130 -21.72068 5.75590  C35 1.097
44 H 3.26330 -21.71127 5.20866  C37 1.101
45 H 3.09083 -21.70129 3.45491  C37 1.093
46 H 1.64190 -19.81712 5.37750  C38 1.097
47 H 1.88838 -19.76011 2.35048  C39 1.089
48 H 1.25239 -18.41770 3.37654  C39 1.093
49 H 0.38290 -19.87060 3.32878  C39 1.092
50 H 3.77374 -19.14988 5.53614  N40 1.010
51 H 3.42133 -18.32675 4.11857  N40 1.007
52 C -0.32779 -24.88302 8.77463  O53 1.404, H58 1.086, H59 1.106, H60 1.102
53 O -1.57910 -24.87797 8.13838  C52 1.404, C54 1.434
54 C -2.42150 -23.76523 8.46684  O53 1.434, C55 1.513, H61 1.092, H62 1.103
55 C -3.56739 -24.17326 9.36731  C54 1.513, C56 1.503, N57 1.479, H63 1.097
56 C -4.46428 -23.00796 9.68009  C55 1.503, H64 1.091, H65 1.094, H66 1.091
57 N -3.06957 -24.79006 10.61552  C55 1.479, H67 1.014, H68 1.013
58 H 0.34111 -25.63432 8.36599  C52 1.086
59 H -0.44380 -25.05680 9.86075  C52 1.106
60 H 0.22140 -23.92875 8.80741  C52 1.102
61 H -1.85358 -22.85716 8.68104  C54 1.092
62 H -2.89263 -23.55614 7.49223  C54 1.103
63 H -4.12327 -24.93697 8.80882  C55 1.097
64 H -5.16420 -23.20206 10.49482  C56 1.091
65 H -5.05867 -22.77063 8.79224  C56 1.094
66 H -3.93708 -22.10108 9.97977  C56 1.091
67 H -3.84923 -25.23995 11.08149  N57 1.014
68 H -2.40518 -25.52169 10.39118  N57 1.013
69 C 3.96215 -19.90847 8.72145  O70 1.409, H75 1.096, H76 1.097, H77 1.092
70 O 3.24107 -21.10522 8.90579  C69 1.409, C71 1.424
71 C 3.99165 -22.22211 8.44007  O70 1.424, C72 1.529, H78 1.097, H79 1.098
72 C 3.27386 -23.54648 8.70110  C71 1.529, C73 1.520, N74 1.477, H80 1.094
73 C 3.96609 -24.30342 9.82336  C72 1.520, H81 1.093, H82 1.096, H83 1.089
74 N 3.15901 -24.28073 7.42513  C72 1.477, H84 1.014, H85 1.022
75 H 4.53540 -20.00492 7.79194  C69 1.096
76 H 4.71093 -19.67433 9.48890  C69 1.097
77 H 3.28538 -19.05650 8.63276  C69 1.092
78 H 4.11682 -22.07221 7.36032  C71 1.097
79 H 5.01379 -22.20284 8.83976  C71 1.098
80 H 2.28802 -23.36932 9.14025  C72 1.094
81 H 4.97400 -24.64279 9.57096  C73 1.093
82 H 3.42572 -25.22824 10.05348  C73 1.096
83 H 3.92260 -23.70715 10.73335  C73 1.089
84 H 2.84033 -23.62188 6.72354  N74 1.014
85 H 4.12300 -24.50358 7.17020  N74 1.022
86 C 1.92919 -15.82523 8.45970  O87 1.407, H92 1.095, H93 1.089, H94 1.096
87 O 2.30218 -14.47226 8.36267  C86 1.407, C88 1.396
88 C 2.25127 -13.77312 9.56954  O87 1.396, C89 1.512, H95 1.101, H96 1.102
89 C 2.62716 -12.33365 9.29954  C88 1.512, C90 1.512, N91 1.479, H97 1.090
90 C 4.07034 -12.18531 8.87240  C89 1.512, H98 1.097, H99 1.086, H100 1.095
91 N 2.34630 -11.56862 10.53392  C89 1.479, H101 1.008, H102 1.006
92 H 2.43293 -16.36337 9.27000  C86 1.095
93 H 2.19766 -16.30434 7.51909  C86 1.089
94 H 0.84026 -15.87984 8.57271  C86 1.096
95 H 1.22990 -13.82093 9.97759  C88 1.101
96 H 2.90930 -14.20896 10.33842  C88 1.102
97 H 1.90933 -11.94970 8.57481  C89 1.090
98 H 4.32767 -12.93843 8.11769  C90 1.097
99 H 4.81239 -12.21363 9.66427  C90 1.086
100 H 4.14329 -11.25246 8.30310  C90 1.095
101 H 3.03628 -11.74199 11.24847  N91 1.008
102 H 2.19524 -10.58837 10.36576  N91 1.006
103 C 4.42409 -16.14602 12.17379  O104 1.400, H109 1.103, H110 1.096, H111 1.084
104 O 4.41097 -17.54619 12.18469  C103 1.400, C105 1.408
105 C 3.20176 -18.05039 12.70133  O104 1.408, C106 1.486, H112 1.102, H113 1.102
106 C 3.19462 -19.53101 12.57463  C105 1.486, C107 1.516, N108 1.487, H114 1.098
107 C 1.92930 -20.18118 13.09850  C106 1.516, H115 1.095, H116 1.095, H117 1.093
108 N 4.32721 -20.17652 13.29026  C106 1.487, H118 1.014, H119 1.016
109 H 4.42707 -15.74538 13.20164  C103 1.103
110 H 3.49823 -15.78169 11.71304  C103 1.096
111 H 5.31896 -15.78381 11.67987  C103 1.084
112 H 3.12383 -17.72356 13.75112  C105 1.102
113 H 2.32253 -17.66422 12.16020  C105 1.102
114 H 3.25706 -19.81593 11.51645  C106 1.098
115 H 1.01673 -19.88564 12.57086  C107 1.095
116 H 1.78773 -19.99970 14.16921  C107 1.095
117 H 1.98459 -21.27152 13.04950  C107 1.093
118 H 4.64310 -20.94653 12.71055  N108 1.014
119 H 5.11112 -19.53051 13.31924  N108 1.016
120 C -1.97835 -18.79208 5.40573  O121 1.401, H126 1.097, H127 1.097, H128 1.090
121 O -1.20854 -19.43445 6.38470  C120 1.401, C122 1.407
122 C -1.86726 -19.48014 7.62763  O121 1.407, C123 1.508, H129 1.101, H130 1.096
123 C -0.90972 -20.04157 8.64851  C122 1.508, C124 1.522, N125 1.467, H131 1.107
124 C -1.53234 -20.18789 10.02952  C123 1.522, H132 1.090, H133 1.097, H134 1.093
125 N 0.35195 -19.29636 8.72791  C123 1.467, H135 1.017, H136 1.018
126 H -2.02870 -17.70906 5.57101  C120 1.097
127 H -3.00678 -19.16768 5.33790  C120 1.097
128 H -1.49281 -18.99282 4.45124  C120 1.090
129 H -2.13675 -18.45340 7.91939  C122 1.101
130 H -2.76286 -20.11106 7.58398  C122 1.096
131 H -0.73775 -21.08296 8.31519  C123 1.107
132 H -2.20040 -21.04325 10.12734  C124 1.090
133 H -2.12024 -19.31518 10.34018  C124 1.097
134 H -0.77193 -20.30128 10.80691  C124 1.093
135 H 0.91897 -19.61963 7.94794  N125 1.017
136 H 0.80759 -19.69756 9.54508  N125 1.018
137 O 2.19652 -26.99797 6.87878  H138 0.961, H139 0.977
138 H 1.86054 -27.41651 7.67554  O137 0.961
139 H 2.51196 -26.11744 7.16091  O137 0.977
140 O 5.96795 -20.70804 4.97058  H141 0.962, H142 0.979
141 H 5.78060 -21.63854 4.81135  O140 0.962
142 H 5.13963 -20.23404 4.75033  O140 0.979